# 1
{
  "formula": "C30H18ClF2N6O2RuSe",
  "method": "the ωB97M-V functional and the def2-TZVPD basis",
  "species": ["Ru", "Se", "N", "C", "C", "C", "C", "C", "N", "C", "C", "N", "C", "C", "C", "C", "C", "N", "H", "H", "H", "H", "H", "H", "F", "C", "C", "C", "C", "C", "F", "C", "C", "C", "C", "C", "C", "N", "H", "H", "H", "H", "H", "H", "Cl", "C", "C", "C", "C", "C", "C", "C", "H", "H", "H", "H", "H", "H", "O", "N", "O"],
  "positions_angstrom": [[-0.0328, 0.2835, 1.0236], [-5.1746, -3.7569, -2.8660], [-5.3220, -2.4179, -1.6914], [-4.1090, -2.0372, -1.4004], [-3.8059, -0.9557, -0.4849], [-4.7631, -0.1505, 0.1173], [-4.3573, 0.8943, 0.9285], [-3.0027, 1.0911, 1.1433], [-2.0774, 0.3027, 0.5994], [-2.4533, -0.6965, -0.2300], [-1.3732, -1.4151, -0.8701], [-0.1214, -1.0479, -0.4887], [1.0273, -1.5052, -1.2747], [0.7051, -2.6614, -2.1776], [-0.5394, -3.0655, -2.4295], [-1.6556, -2.3951, -1.7916], [-3.0220, -2.7428, -2.0539], [-3.3909, -3.6981, -2.8767], [-5.8099, -0.3455, -0.0729], [-5.0729, 1.5556, 1.3945], [-2.6337, 1.8950, 1.7681], [1.7967, -1.8382, -0.5694], [1.5472, -3.1540, -2.6476], [-0.7440, -3.8883, -3.1002], [1.9667, 5.0759, -0.2623], [1.3867, 4.3108, 0.6775], [0.9680, 3.0397, 0.3385], [0.3631, 2.2472, 1.3066], [0.1963, 2.7637, 2.6107], [0.6619, 4.0423, 2.8950], [0.5402, 4.5294, 4.1471], [1.2565, 4.8432, 1.9475], [-0.4071, 1.8327, 3.5510], [-0.9488, 2.1018, 4.8077], [-1.5758, 1.0883, 5.5012], [-1.6572, -0.1799, 4.9373], [-1.1072, -0.3835, 3.6923], [-0.4913, 0.5970, 3.0186], [1.1350, 2.6845, -0.6707], [1.6180, 5.8320, 2.1856], [-0.8785, 3.0991, 5.2110], [-2.0077, 1.2839, 6.4734], [-2.1351, -1.0015, 5.4499], [-1.1162, -1.3505, 3.2079], [6.6001, -1.9172, -5.0234], [5.1576, -1.4416, -4.1758], [5.2070, -1.2422, -2.8052], [4.0541, -0.8612, -2.1388], [2.8545, -0.6790, -2.8236], [1.6122, -0.3143, -2.0612], [2.8351, -0.8850, -4.1978], [3.9808, -1.2645, -4.8818], [6.1380, -1.3802, -2.2736], [4.0846, -0.6948, -1.0676], [0.8393, 0.0744, -2.7299], [1.8500, 0.4657, -1.3322], [1.9096, -0.7495, -4.7444], [3.9649, -1.4221, -5.9510], [2.0476, 0.0892, 1.1797], [2.2611, -0.9662, 1.8421], [1.2207, -1.5180, 2.2099]],
  "mulliken_charge": [-0.4965, 0.2129, -0.8956, 0.8920, 0.3913, -0.3491, -1.1138, -0.2316, -0.0635, -0.1531, -0.2899, 0.4951, 0.2619, -0.8072, -1.4387, 0.7051, 0.8145, -0.8837, 0.5512, 0.4297, 0.3688, 0.2005, 0.5748, 0.4868, -0.3366, 0.2525, -0.4970, 0.9069, 0.1722, 0.5779, -0.3396, -0.9891, 0.3370, -1.0128, -0.3503, -0.9789, 0.0006, 0.2389, 0.5887, 0.4991, 0.5221, 0.4360, 0.4215, 0.4497, -0.2260, 0.4098, -0.9343, -0.0093, -0.0682, -0.2032, -0.2628, -0.7435, 0.4083, 0.4228, 0.4030, -0.1597, 0.3791, 0.4056, -0.2318, 0.1954, -0.3457],
  "spin_multiplicity": 2,
  "homo_energy_ev": [-7.2, -7.2],
  "gap_ev": [6.39, 6.06]
}



# 2
{
  "formula": "C30H18F14NO2PPdS",
  "method": "the ωB97M-V functional and the def2-TZVPD basis",
  "species": ["Pd", "N", "C", "C", "C", "O", "O", "H", "H", "H", "H", "H", "H", "F", "C", "C", "F", "C", "F", "C", "S", "C", "F", "C", "F", "F", "C", "F", "F", "C", "C", "C", "C", "C", "C", "P", "C", "C", "C", "C", "C", "C", "C", "F", "F", "F", "C", "C", "C", "C", "C", "C", "C", "F", "F", "F", "H", "H", "H", "H", "H", "H", "H", "H", "H", "H", "H", "H"],
  "positions_angstrom": [[-0.0724, 0.4197, 0.4834], [0.5836, 0.5752, 2.6359], [1.4206, 1.7483, 3.0256], [1.7927, 2.5664, 1.7951], [0.4962, 3.1516, 1.2113], [-0.0612, 4.0706, 1.7991], [0.0213, 2.5490, 0.1840], [-0.2504, 0.5438, 3.2157], [1.0900, -0.2899, 2.7987], [2.3117, 1.4003, 3.5514], [0.8413, 2.3677, 3.7132], [2.2886, 1.9191, 1.0614], [2.4715, 3.3742, 2.0667], [5.9956, 0.9647, -0.7942], [4.7207, 0.6408, -0.9693], [4.1403, -0.3434, -0.1814], [4.8642, -0.9572, 0.7555], [2.8077, -0.6755, -0.3725], [2.2951, -1.6361, 0.4134], [2.0169, -0.0416, -1.3254], [0.3210, -0.4340, -1.5343], [2.6291, 0.9455, -2.1041], [1.9383, 1.5931, -3.0325], [3.9616, 1.2882, -1.9403], [4.5178, 2.2295, -2.6934], [-7.6317, 2.4304, -2.0266], [-6.9682, 1.4442, -2.6560], [-7.8505, 0.4496, -2.8583], [-6.6090, 1.9104, -3.8582], [-5.7874, 0.9737, -1.8435], [-6.0326, 0.2636, -0.6719], [-4.9784, -0.1711, 0.1016], [-3.6741, 0.1024, -0.3038], [-3.4280, 0.8139, -1.4710], [-4.4931, 1.2576, -2.2476], [-2.2611, -0.4063, 0.6719], [-2.6129, 0.3834, 2.2839], [-3.0020, -0.2844, 3.4437], [-3.2076, 0.4224, 4.6175], [-3.0175, 1.8007, 4.6395], [-2.6343, 2.4757, 3.4904], [-2.4428, 1.7706, 2.3138], [-3.2031, 2.5427, 5.9358], [-4.2286, 2.0491, 6.6499], [-2.1046, 2.4389, 6.7151], [-3.4322, 3.8459, 5.7514], [-2.3944, -2.1977, 0.9306], [-3.0137, -3.0015, -0.0192], [-3.0156, -4.3827, 0.1167], [-2.3919, -4.9657, 1.2030], [-1.7362, -4.1739, 2.1446], [-1.7279, -2.8026, 1.9994], [-2.4137, -6.4575, 1.4019], [-2.8404, -7.1127, 0.3140], [-3.2278, -6.8034, 2.4178], [-1.1946, -6.9339, 1.7060], [-7.0501, 0.0564, -0.3704], [-5.1679, -0.7141, 1.0171], [-2.4101, 1.0294, -1.7706], [-4.3099, 1.8139, -3.1545], [-3.1704, -1.3523, 3.4418], [-3.5147, -0.0985, 5.5126], [-2.4501, 3.5417, 3.5019], [-2.0903, 2.3128, 1.4386], [-3.5062, -2.5580, -0.8738], [-3.4997, -5.0000, -0.6266], [-1.2244, -4.6337, 2.9787], [-1.1638, -2.2044, 2.7048]],
  "mulliken_charge": [0.7017, -0.3133, -0.7432, 0.1534, 0.3908, -0.6924, -0.8045, 0.0450, 0.2011, 0.4627, 0.2629, -0.4123, 0.5270, -0.3028, 0.6116, 0.3237, -0.3150, 0.7539, -0.4455, -0.1526, -0.5753, 0.0714, -0.3420, 0.2389, -0.2927, -0.2500, 0.7910, -0.2580, -0.2775, 0.2842, -1.1091, -0.0540, 0.1811, -0.2662, -0.8343, 1.5611, 0.4517, -0.0258, -1.2179, 0.1606, -1.0077, -0.7271, 0.8460, -0.2687, -0.2643, -0.2675, 0.6375, -0.7027, -0.8262, 0.2455, -1.2142, -0.4934, 0.8101, -0.2781, -0.2527, -0.2621, 0.4055, 0.4742, 0.4037, 0.4827, 0.6041, 0.4552, 0.4881, 0.3677, 0.4533, 0.4717, 0.4276, 0.5023],
  "homo_energy_ev": [-8.3, -8.3],
  "gap_ev": [6.49, 6.49]
}



Molar mass (computed, g/mol): 747.99 859.91
Energy relative to the best compared isomer or geometry (same formula, charge and spin) (computed, kJ/mol): 9.7 174.3
E (computed, eV): -130321.9757 -98637.5408